Molecular formula: C69H69BClN10O24P
Method: DFT, wB97M-V/def2-TZVPD

The geometry in XYZ format:
```
175
Properties=species:S:1:pos:R:3:forces:R:3
Cl -3.583728 0.315053 -1.722229 -0.014 0.055 0.037
P -6.122522 -1.088168 -0.567203 -0.887 0.503 -1.356
O -4.348682 -7.268479 -3.764522 -0.159 -0.985 0.113
O 1.778778 2.162744 2.336685 -0.075 -0.360 0.216
O -2.886194 7.232869 0.935789 -0.019 -0.036 -0.007
O -6.735403 -4.973299 -1.115461 0.466 -0.114 -0.293
O -0.279988 -4.629822 -2.201299 1.991 0.079 -0.301
O -0.006732 -1.688818 -5.787817 -0.041 0.008 -0.120
O 1.713910 7.885524 -2.008314 -0.131 0.043 -0.012
O -3.729574 -6.426392 -0.657093 -0.796 -1.140 0.728
O -7.031787 -1.170859 3.812226 0.070 0.003 -0.023
O 4.312682 3.728209 -1.172379 -0.030 0.021 0.002
O 3.813987 -4.115808 4.295387 0.037 0.037 -0.045
O -5.272722 -0.635110 9.165724 -0.044 -0.021 -0.001
O -1.911977 -2.675902 -5.649913 0.043 0.030 -0.020
O -6.007642 -4.516228 1.088954 0.129 -0.775 -0.179
O 7.850222 -4.334569 -2.206464 -0.208 0.342 -0.567
O 8.332667 -3.974756 -0.063490 0.385 0.706 0.657
O -0.149608 1.189641 2.334640 0.186 0.049 -0.060
O 5.247349 -2.593605 3.781786 -0.035 0.010 -0.023
O -6.877935 -0.603207 -1.751525 0.137 -0.030 0.040
O 1.948484 9.747856 -0.955490 -0.009 0.038 -0.042
O -6.625774 -0.602282 7.493129 -0.050 0.007 0.234
O -0.915182 8.093598 0.947815 0.025 -0.013 0.014
O -5.547854 -1.558632 2.307886 0.082 -0.080 0.047
O 4.059970 1.591945 -1.281390 0.060 0.293 0.086
N -5.939668 -0.992620 3.314101 -0.049 -0.001 0.055
N -1.187409 -1.787854 -6.059813 -0.030 -0.099 0.006
N 4.936446 -3.744188 4.022028 0.013 -0.007 0.045
N -2.801962 -5.545101 -3.741007 0.056 0.194 -0.191
N 0.621605 2.063823 1.981829 0.079 0.233 -0.125
N -2.281382 -5.809777 -2.394321 0.618 -0.485 0.528
N 4.325102 2.616038 -0.678903 -0.004 -0.212 0.023
N 2.389730 8.742351 -1.474910 0.043 -0.080 0.036
N -6.033176 -1.174036 8.388266 0.018 0.026 -0.079
N -2.070366 8.059661 0.577868 0.037 -0.017 0.009
C 2.586250 -0.967208 -2.489032 -0.114 -0.698 0.241
C -2.029352 11.004597 -1.702254 -0.114 -0.013 -0.024
C -1.884596 -6.172752 -4.700003 -0.212 -0.052 -0.066
C -0.718184 5.058416 -0.658679 -0.085 -0.034 0.011
C 3.801461 -1.610055 -1.812876 0.005 -0.113 -0.092
C 1.399835 -1.953495 -2.620605 0.249 0.462 -0.389
C 8.301698 -5.314913 3.708655 -0.009 -0.076 0.008
C 4.925039 -1.983653 -2.766463 0.272 0.363 0.282
C -1.119341 -1.391659 -2.494365 -0.206 0.111 0.461
C 5.128982 1.126183 2.644561 0.030 0.058 0.052
C -1.184286 3.093694 0.648410 -0.140 -0.016 -0.020
C 6.500947 -3.936881 -2.556895 0.348 -0.277 0.071
C -4.142365 -6.108236 -3.907146 0.217 0.436 0.146
C -6.248880 -2.624216 8.518649 0.008 -0.040 -0.002
C -5.197244 -5.114589 -4.247067 0.155 0.623 -0.055
C 4.646027 9.471090 -0.821213 0.070 0.119 0.072
C 0.197915 -1.634031 -1.726081 0.001 -0.044 -0.082
C -4.587369 1.513872 5.703599 0.090 0.024 -0.043
C -3.352595 11.033021 -2.122492 0.019 -0.023 0.019
C -3.337998 1.759212 5.149567 -0.060 -0.053 -0.005
C -3.835396 9.095493 -0.784185 -0.144 -0.017 -0.037
C 4.693232 2.496457 0.745084 0.000 -0.098 -0.027
C 5.315759 3.523591 2.797384 0.009 -0.060 0.042
C -2.515072 9.092894 -0.374213 -0.012 0.036 -0.021
C -1.546881 1.226374 -8.212676 -0.084 -0.011 -0.010
C 4.766636 1.236466 1.312619 0.015 -0.043 0.016
C -3.135270 -0.827712 -7.206418 -0.147 -0.023 -0.014
C -1.610674 4.091926 -0.214470 0.073 -0.001 -0.015
C 5.680676 -6.077299 4.257626 -0.055 -0.116 0.038
C 1.039982 4.051000 0.625715 0.146 0.091 -0.079
C -7.074204 -3.255282 7.606694 -0.086 -0.051 -0.112
C -3.525233 -4.138477 -1.303633 -0.788 1.086 0.286
C 3.847555 8.532716 -1.447287 0.034 -0.020 0.016
C 6.555345 8.111526 -1.357344 -0.041 0.003 0.000
C -1.447867 -4.607901 -2.171934 -1.820 0.285 -0.164
C -4.661105 -2.052925 -0.998550 1.032 -0.880 0.180
C -4.682620 -3.467037 -0.851985 0.708 0.609 -0.441
C -5.806309 -4.672708 9.641776 -0.051 -0.033 -0.060
C -5.610770 -3.305450 9.537560 0.073 -0.053 0.115
C -2.935687 1.096012 3.995532 0.030 0.091 0.069
C -3.695634 0.156233 -8.004062 0.055 0.054 -0.028
C -3.783629 0.187072 3.387687 0.076 -0.033 -0.063
C 7.978688 -4.720405 -0.918355 -0.166 -0.430 -0.085
C -1.784028 -0.758282 -6.924529 -0.017 0.019 -0.002
C -7.259055 -4.623545 7.720052 0.044 -0.032 0.067
C 6.135897 -2.571289 -2.022060 -0.322 -0.296 -0.221
C 0.604180 5.033794 -0.242580 0.016 0.099 -0.069
C -2.904098 1.181708 -8.504660 0.016 -0.027 0.021
C -0.975207 0.249832 -7.413990 0.106 0.103 -0.041
C -2.327376 -2.094357 -1.940687 -0.786 -0.489 0.510
C -3.292061 -5.591001 -1.366007 0.195 0.833 -0.922
C -2.400980 -3.503115 -1.809279 -0.351 1.074 -0.070
C -5.027321 -0.035365 3.954580 0.036 0.040 0.013
C -4.252997 10.078741 -1.665828 0.060 0.048 -0.022
C -3.509931 -1.408811 -1.535726 0.231 -1.062 0.010
C 7.298436 -4.359330 3.711578 0.121 0.054 -0.036
C 6.691620 -7.023749 4.249799 0.084 0.040 -0.023
C 7.667198 -6.157046 -0.652260 0.171 -0.369 0.005
C 4.959390 3.645559 1.464926 0.011 0.165 0.026
C -6.625791 -5.330906 8.733638 0.006 0.035 0.000
C -1.599609 10.027660 -0.818391 0.166 0.115 -0.013
C -5.447551 0.609777 5.102064 0.030 0.147 -0.087
C 4.364422 7.392563 -2.034403 0.010 -0.134 -0.050
C 5.733134 7.185007 -1.985357 0.056 0.060 0.041
C 8.000857 -6.642422 3.980565 -0.033 0.007 -0.008
C 6.006877 -4.759549 3.992828 -0.012 -0.028 -0.003
C 6.013124 9.252492 -0.778968 0.018 -0.067 -0.034
C 5.405114 2.268097 3.384815 -0.018 -0.006 -0.060
C 0.135996 3.098143 1.056406 -0.041 0.003 -0.051
B -5.868561 -4.353609 -0.263716 0.072 0.189 0.237
H -3.684228 11.801433 -2.808062 -0.003 0.003 -0.012
H 1.296131 5.785857 -0.595314 -0.005 0.017 -0.011
H 2.294974 -0.099686 -1.907816 -0.149 0.237 -0.061
H 7.010793 -1.937693 -2.112166 0.105 0.169 0.089
H 6.649869 -6.246653 -0.281768 -0.148 -0.032 0.055
H 1.764437 -2.957661 -2.436977 -0.062 -0.243 0.080
H 0.077098 0.272607 -7.174994 0.000 -0.063 0.054
H 5.823680 -4.704080 -2.178965 -0.249 -0.060 -0.099
H -1.959739 1.280833 3.568914 -0.047 -0.021 0.032
H -2.640903 4.115017 -0.539016 -0.045 -0.003 0.009
H 6.655113 9.972059 -0.290505 0.005 0.016 0.005
H -1.530475 -7.127643 -4.325407 0.142 -0.128 0.079
H 0.416547 -0.718687 -1.182390 -0.005 0.085 0.215
H 4.889857 4.615724 0.994957 -0.006 -0.027 -0.071
H -5.282575 10.100639 -1.994652 -0.015 -0.006 -0.003
H 2.861805 -0.626970 -3.483875 0.136 0.226 -0.077
H 7.518328 -3.325577 3.497007 -0.067 0.045 -0.011
H -1.327879 11.744829 -2.060837 0.019 0.003 -0.002
H -5.683052 -0.023306 0.225374 0.130 -0.252 0.428
H 5.691448 2.179221 4.423981 -0.015 -0.003 0.020
H -1.068666 -5.496792 -4.927051 0.203 0.045 0.106
H 7.623009 7.942635 -1.316149 0.014 0.003 -0.006
H 3.492994 -2.520901 -1.297791 -0.095 -0.043 0.205
H 4.563612 -2.669227 -3.531901 -0.097 -0.088 -0.126
H -6.905158 -1.957810 0.197316 0.296 -0.093 0.402
H 5.193159 0.148279 3.102286 -0.026 -0.014 -0.006
H 6.154676 6.296707 -2.434212 -0.014 -0.026 0.003
H 6.472023 -3.960313 -3.639465 0.066 0.012 -0.178
H -4.897266 2.023587 6.604974 -0.014 -0.013 0.023
H -1.315693 -0.330856 -2.433207 -0.101 0.231 -0.301
H -4.779157 -4.117213 -4.314375 0.089 0.131 -0.052
H -4.974579 -2.779885 10.233247 -0.002 0.076 -0.038
H -3.737721 -1.629858 -6.808272 0.054 -0.030 0.053
H 2.066635 4.022046 0.959393 -0.031 -0.039 0.050
H -6.769814 -6.399865 8.815112 -0.007 -0.011 0.005
H -1.866688 2.332517 0.995831 0.034 -0.049 0.052
H -4.751785 0.123424 -8.231275 -0.016 -0.004 0.003
H -3.479300 -0.340694 2.495356 -0.063 -0.032 0.004
H 5.873267 -2.670544 -0.972785 0.211 0.120 0.276
H -4.522802 8.346970 -0.420613 0.051 -0.034 0.056
H 3.713732 6.677659 -2.514725 -0.057 0.016 0.029
H -2.430506 -6.360430 -5.619942 -0.079 0.097 -0.182
H -5.932147 -5.109572 -3.447349 -0.288 -0.138 -0.012
H -5.170443 -4.713777 1.522870 -0.025 0.481 0.206
H 4.209588 10.351291 -0.374409 -0.079 -0.020 -0.008
H 5.527595 4.411165 3.377366 -0.006 0.016 0.003
H -6.420727 0.418154 5.511978 -0.109 -0.059 -0.024
H 5.247101 -1.070756 -3.264197 -0.042 0.034 -0.294
H -0.932327 2.024708 -8.604259 0.013 0.009 -0.002
H 4.211800 -0.947792 -1.057188 0.102 0.146 0.116
H 8.345595 -6.500678 0.117388 -0.004 -0.116 0.267
H 9.318499 -5.019183 3.492224 0.006 0.009 -0.025
H -7.558018 -2.692323 6.822390 0.046 0.065 0.010
H 4.659542 -6.356170 4.468940 -0.029 0.078 -0.003
H 1.084730 -1.945695 -3.660807 -0.164 -0.084 -0.044
H 0.054507 -2.405632 -0.978382 0.007 -0.187 0.109
H -5.654938 -5.365187 -5.197823 -0.245 -0.184 -0.026
H -0.571432 10.000190 -0.488773 -0.004 -0.113 0.032
H 4.547154 0.356408 0.730247 -0.036 0.003 -0.094
H 7.788133 -6.778718 -1.530942 -0.089 -0.007 -0.188
H -7.895935 -5.136932 7.013602 -0.011 -0.001 -0.014
H -1.033086 -1.643128 -3.545629 0.155 -0.209 -0.091
H -3.347272 1.950565 -9.123061 -0.004 0.005 -0.012
H 6.457885 -8.058707 4.457569 -0.008 -0.009 0.001
H 8.788721 -7.384367 3.981268 0.000 0.000 -0.003
H -1.053609 5.836784 -1.331774 0.002 0.005 -0.013
H -6.915978 -5.867783 -0.800520 -0.489 0.170 0.152
H -5.315560 -5.224977 10.430833 0.009 -0.003 0.013
H -2.671003 2.469694 5.619223 0.015 0.005 0.009
```
Forces are in eV/Å.

Results
* LUMO energy: -0.0237 Eh
* energy: -5849.78298 hartree
* highest occupied orbital energy: -0.3249 Ha
* Kohn-Sham gap: 8.1967 eV

Mulliken population analysis, charges in e, atoms 1 to 8: atom 1 (Cl): -0.2683, atom 2 (P): 0.8441, atom 3 (O): -0.5211, atom 4 (O): -0.6024, atom 5 (O): -0.6146, atom 6 (O): -0.5578, atom 7 (O): -0.4517, atom 8 (O): -0.6277